No. 1
49
Properties=species:S:1:pos:R:3:forces:R:3 method="wB97M-V/def2-TZVPD" de_lowest_kj_mol=45.4 smiles="CCS(=O)(=O)N1CCC[C@@H](C(=O)NCCCOC(C)C)C1"
C 0.69057 5.85839 0.97375 -0.002 0.142 0.079
C 0.92137 4.95207 -0.21184 0.230 -0.684 0.480
S 1.54797 3.35906 0.39532 -0.353 0.512 -0.425
O 1.73383 2.48733 -0.73479 -0.256 0.020 -0.046
O 2.68149 3.60567 1.23881 -0.059 0.123 0.336
N 0.26308 2.86077 1.35687 0.836 0.403 -0.528
C 0.62091 2.33379 2.65759 0.538 -0.126 0.468
C 1.10907 0.88992 2.56217 -0.269 0.060 0.069
C 0.04219 0.02688 1.89382 0.233 0.042 -0.072
C -0.30616 0.59895 0.51301 -0.375 0.000 0.174
C -1.45714 -0.20642 -0.07881 0.675 0.261 -0.015
O -2.62444 0.04653 0.14446 -0.410 0.096 0.159
N -1.06312 -1.23442 -0.85633 0.206 -0.386 -0.293
C -1.99430 -2.18570 -1.41680 -0.334 -0.202 0.126
C -2.20466 -3.40117 -0.50756 0.448 -0.003 -0.265
C -0.88831 -4.13783 -0.22024 -0.336 0.067 0.249
O -0.14310 -4.43486 -1.37746 0.155 0.042 -0.245
C -0.56258 -5.57439 -2.11910 0.087 -0.275 -0.239
C -0.07115 -5.37625 -3.54985 -0.235 0.067 0.413
C 0.00696 -6.86382 -1.52269 -0.201 0.424 0.019
C -0.72210 2.06660 0.65855 -0.376 -0.338 -0.529
H 1.61319 5.94389 1.54221 0.024 0.129 0.086
H -0.07417 5.43380 1.61897 -0.067 0.073 0.066
H 0.37657 6.84978 0.65425 -0.016 0.040 -0.033
H 1.68262 5.33426 -0.88669 0.095 -0.110 -0.105
H 0.01282 4.73801 -0.76566 -0.085 -0.050 -0.135
H 1.40473 2.97876 3.05402 -0.139 -0.087 0.204
H -0.26421 2.39880 3.29876 0.024 0.047 -0.042
H 2.02403 0.87675 1.96596 0.091 -0.052 0.064
H 1.33676 0.50954 3.55910 0.068 0.002 0.003
H 0.39624 -1.00192 1.79328 -0.062 -0.027 0.026
H -0.86143 0.01575 2.50937 -0.049 -0.059 0.019
H 0.57096 0.55247 -0.13756 -0.079 -0.065 0.036
H -0.08255 -1.43487 -0.96754 -0.004 0.196 0.041
H -2.94599 -1.66684 -1.55188 0.129 -0.067 -0.095
H -1.61106 -2.51259 -2.38537 -0.077 0.064 0.038
H -2.91699 -4.07289 -0.98900 -0.085 -0.034 0.040
H -2.63136 -3.07555 0.44150 -0.078 -0.014 0.050
H -0.23556 -3.49762 0.38040 -0.092 -0.090 0.055
H -1.09891 -5.04537 0.36074 0.078 0.067 0.007
H -1.66138 -5.63246 -2.11841 0.093 0.037 0.007
H -0.50349 -4.47474 -3.97573 -0.034 0.082 -0.080
H 1.01038 -5.27278 -3.55017 0.147 -0.012 -0.020
H -0.34961 -6.22741 -4.16449 -0.006 -0.089 -0.099
H -0.32921 -7.00025 -0.49732 -0.012 -0.070 0.091
H 1.09317 -6.82097 -1.52712 0.125 -0.004 -0.018
H -0.31829 -7.71920 -2.10820 -0.033 -0.131 -0.043
H -0.86122 2.50593 -0.32991 -0.241 -0.063 0.003
H -1.66987 2.12096 1.20317 0.087 0.042 -0.086

=====

No. 2
44
Properties=species:S:1:pos:R:3:forces:R:3 method="wB97M-V/def2-TZVPD" de_lowest_kj_mol=121.4 charge=+1
C 0.06508 0.77819 1.85774 0.209 -0.203 0.218
C 0.10300 -0.21081 2.77180 0.075 -0.277 -0.742
C -0.77041 -1.41630 2.68424 -1.365 1.098 1.994
C -1.90540 -1.51105 1.66442 0.922 -0.263 0.843
C -2.30798 -3.00672 1.86366 0.468 0.918 -0.703
C -3.32635 -3.18894 3.01562 -0.331 -0.065 -0.122
O -4.62419 -3.12572 2.49232 0.053 -0.150 0.059
C -5.28831 -1.87992 2.62532 -0.234 0.095 -0.084
C -0.93516 -3.58181 2.06049 -0.371 -0.458 -0.104
N -0.08603 -2.72288 2.46872 0.034 -0.076 -0.382
H 0.99489 1.13875 1.42936 -0.023 1.359 1.066
H -0.87796 1.23211 1.56648 -0.036 -0.916 -1.348
H 0.74359 -0.13168 3.64814 1.127 -0.735 -0.726
H -1.21625 -1.55810 3.68093 -0.045 -0.049 -0.039
H -1.47913 -1.37707 0.66958 -0.309 0.327 -0.086
H -2.62032 -0.74755 1.95728 -0.432 -0.230 -0.471
H -2.71055 -3.41458 0.93565 -0.267 -0.241 0.232
H -3.21859 -4.15271 3.51673 0.080 -0.017 -0.081
H -3.19461 -2.39165 3.75407 0.162 -0.134 0.101
H -5.21195 -1.48637 3.64313 0.095 -0.016 -0.015
H -6.33931 -2.06067 2.41372 0.017 -0.057 0.000
H -4.93295 -1.13726 1.90444 0.099 -0.015 0.051
H -0.65836 -4.60411 1.82835 0.105 -0.017 0.206
H 0.89755 -2.92632 2.61840 -0.015 0.141 0.095
C 0.46008 0.85374 -3.37802 0.040 -0.073 0.042
C 1.41319 1.14681 -2.22336 -0.110 0.011 0.004
C 1.71684 2.63394 -2.04535 0.029 0.006 0.054
C 2.41747 3.29241 -3.23502 -0.021 -0.016 -0.032
C 3.74424 2.64883 -3.63547 0.033 0.061 0.054
C 4.80489 2.70850 -2.54063 0.000 -0.063 -0.053
H 0.87946 1.16671 -4.33413 -0.011 0.016 -0.003
H 0.24978 -0.21464 -3.45127 -0.011 0.003 -0.014
H -0.49087 1.37283 -3.24033 0.011 0.034 -0.030
H 2.34065 0.58516 -2.36309 0.017 0.020 0.021
H 0.96565 0.77197 -1.29473 0.029 -0.024 0.003
H 2.32507 2.76737 -1.14556 0.016 0.009 -0.012
H 0.77959 3.16729 -1.85519 -0.010 -0.012 -0.008
H 2.59208 4.34452 -2.99191 0.011 0.001 -0.005
H 1.74767 3.29292 -4.09876 -0.014 0.002 0.010
H 4.12139 3.16377 -4.52173 -0.004 -0.024 -0.018
H 3.58462 1.60908 -3.93496 -0.016 0.006 -0.020
H 5.01074 3.74147 -2.25351 -0.017 -0.002 0.027
H 5.74100 2.26579 -2.88193 0.012 0.015 0.009
H 4.49617 2.16472 -1.64563 -0.002 0.014 0.010

=====

No. 3
44
Properties=species:S:1:pos:R:3:forces:R:3 method="wB97M-V/def2-TZVPD" de_lowest_kj_mol=548.0 smiles=CC(C)CC1(C)CC(C)(C)OOC(C)(C)C1
C -2.50601 0.48905 2.62451 -0.447 -0.074 -1.811
C -0.95758 0.34026 2.53190 0.356 -0.604 2.055
C -0.68371 0.06716 4.08977 1.424 -1.307 -0.129
C -0.31120 -0.71029 1.54384 0.105 0.543 2.369
C -0.49039 -0.50245 0.07935 0.877 -0.083 -2.167
C -1.91459 -1.01299 -0.33436 0.010 1.994 -1.724
C -0.22130 0.99935 -0.34404 -0.814 -0.728 -0.630
C -0.15679 1.33521 -1.84589 0.922 0.349 0.122
C -1.36355 1.02216 -2.73555 -0.091 -0.377 -1.006
C 0.12448 2.83905 -2.07793 0.700 0.551 -0.310
O 0.83359 0.48956 -2.39495 1.831 -1.494 -1.582
O 2.14303 0.28736 -1.70828 -1.863 1.598 0.139
C 2.12235 -0.94065 -0.95168 -0.073 -0.508 -1.996
C 3.11830 -0.69045 0.18843 -1.035 -2.902 0.396
C 2.76661 -2.04800 -1.88125 -1.285 -0.088 -0.449
C 0.58994 -1.40901 -0.65959 0.784 -0.984 0.644
H -2.86456 -0.33907 3.29445 -0.068 1.107 -0.548
H -3.05479 0.38072 1.63682 0.742 0.032 1.080
H -2.76399 1.52324 2.96309 0.121 -1.055 0.230
H -0.43733 1.28950 2.43138 -0.308 0.293 -0.734
H 0.41246 -0.03264 4.47557 -1.765 0.334 -1.010
H -1.20851 -0.86622 4.38438 0.473 0.266 -0.182
H -1.19565 0.83577 4.66780 0.255 0.229 -0.051
H -0.68459 -1.71881 1.77750 0.044 0.181 0.117
H 0.77488 -0.74379 1.76464 -0.464 0.165 0.115
H -1.89686 -1.28983 -1.39740 0.144 -0.102 0.199
H -2.32056 -1.90627 0.16441 0.144 0.781 0.424
H -2.56673 -0.06963 -0.39906 0.263 -1.749 0.746
H 0.77755 1.33150 -0.01864 -0.623 -0.048 0.609
H -1.06116 1.56850 0.02148 0.064 0.670 0.760
H -1.37289 -0.05433 -3.03899 -0.293 0.923 0.454
H -2.26748 1.35099 -2.22202 -0.127 -0.416 0.069
H -1.36189 1.62608 -3.68403 0.394 -0.565 0.847
H 0.83668 3.26662 -1.34904 -0.634 -0.134 0.057
H -0.86852 3.32086 -2.05966 0.607 0.278 0.312
H 0.60373 3.12359 -3.06816 -0.764 -0.994 0.872
H 2.69232 0.03988 0.80822 -0.078 1.306 1.077
H 3.11476 -1.67528 0.78899 0.298 1.442 -0.715
H 4.14132 -0.47853 -0.13718 -0.438 0.114 -0.101
H 3.86551 -1.94902 -2.14980 -1.263 0.062 0.945
H 2.23396 -2.01291 -2.90637 0.535 -0.419 1.760
H 2.51961 -2.96320 -1.26219 0.707 0.365 -1.378
H 0.12690 -1.79880 -1.60227 0.826 0.515 0.629
H 0.73265 -2.31424 -0.00823 -0.193 0.535 -0.505

=====

No. 4
The following is a DFT calculation (the ωB97M-V functional and the def2-TZVPD basis) of a structure of composition C14H29CaClF5NNbO10P in a non-equilibrium geometry.

Geometry as XYZ:
```
63
Properties=species:S:1:pos:R:3:forces:R:3
C 3.43001 0.83036 -1.46966 -3.572 -4.453 1.420
C 2.52139 -0.11905 -1.38771 4.147 3.833 1.451
C 1.51248 -1.26843 -0.86771 0.603 -0.144 -1.690
C 0.29136 -1.45826 -1.92351 -0.960 -0.209 1.644
C -0.97247 -0.48469 -1.44877 1.880 -1.126 1.220
Nb -2.23949 0.48238 -3.06002 5.288 1.797 -2.237
N -0.49393 0.96968 -4.14565 -3.012 -1.768 2.098
C -2.00406 2.48334 -1.90259 -0.168 0.598 1.088
C -0.67190 3.29077 -2.28653 -0.744 -0.633 -1.241
O -0.61910 4.65040 -1.69492 -0.138 -1.454 2.801
C -0.87219 4.61470 -0.29082 -3.497 2.587 1.088
C 0.07881 3.81810 0.77176 -0.070 0.419 -1.394
O -1.87263 5.29435 0.14162 4.808 -3.090 -1.725
C -4.20580 0.23207 -1.95453 -2.340 -0.456 1.211
P -4.26628 -1.03250 -0.61445 -1.309 1.410 -0.502
O -3.73818 -2.46082 -0.97374 0.167 1.164 2.393
O -5.91820 -1.20724 -0.08344 2.747 0.010 -1.112
O -3.44074 -0.41126 0.77166 -2.159 -1.580 -1.502
C -3.42776 1.67061 -4.65748 0.463 0.314 -0.045
F -3.65334 0.84947 -5.83380 -0.331 2.476 1.946
F -4.68091 2.16284 -4.08411 1.825 -0.423 -2.268
F -2.62221 2.81584 -5.07306 -2.695 -2.125 0.343
H 4.26794 1.61403 -1.41600 -2.011 -1.610 -0.634
H 1.14692 -1.05544 0.21243 0.798 -0.093 -1.856
H 2.10442 -2.26948 -0.89676 -0.707 1.858 0.208
H -0.00851 -2.58887 -1.86586 0.236 1.664 0.012
H 0.66980 -1.29680 -3.01323 -0.624 -0.171 1.851
H -0.44744 0.38133 -0.86338 -1.041 -1.333 -0.841
H -1.51602 -1.12426 -0.66103 0.466 0.890 -0.452
H -2.48687 -1.10764 -3.96899 -0.589 -0.136 0.148
H -0.36909 0.27313 -4.91452 0.452 0.865 0.559
H 0.35919 1.04079 -3.56795 -0.222 0.021 -0.990
H -1.94387 2.13897 -0.78475 -0.081 0.647 -1.639
H -2.96371 3.13034 -1.96626 1.712 -0.708 -0.060
H 0.26840 2.68667 -2.01521 -1.281 0.911 -0.252
H -0.66117 3.48475 -3.43518 0.042 -0.317 2.205
H 0.66986 4.61303 1.38140 -1.221 -1.439 -1.034
H 0.81975 3.16386 0.18100 -1.105 0.934 1.045
H -0.59897 3.16983 1.43255 1.089 1.140 -0.959
H -4.55697 1.27049 -1.55159 0.676 -1.929 -0.299
H -5.01375 -0.04607 -2.75313 1.426 0.132 1.336
H -6.42347 -1.27755 -0.92946 0.314 0.171 0.854
H -4.06951 0.03322 1.39026 0.469 -0.312 -0.689
O 5.16347 -0.62395 1.15190 0.259 -0.132 0.389
H 5.24544 0.00184 1.90578 -0.174 -0.418 -0.256
H 4.49541 -0.30945 0.49351 -0.589 0.206 -0.660
H 4.95458 -1.54134 1.46444 -0.316 0.151 0.287
Ca -2.49932 -3.63380 0.63388 -0.285 1.760 -0.824
C 4.41520 -2.45747 6.14244 -0.449 0.006 0.734
C 5.51535 -1.86622 5.32423 0.687 -0.351 0.423
O 5.21265 -2.30163 4.01560 -0.054 0.474 -0.377
C 3.85096 -2.43863 3.98931 -2.677 -0.678 0.328
O 3.20140 -2.52938 2.97604 1.565 0.535 0.262
O 3.32212 -2.45186 5.23704 1.716 0.744 -1.327
F 6.71823 -2.37844 5.68040 0.294 0.195 -0.112
H 4.62422 -3.48595 6.45179 0.171 0.091 -0.128
H 4.19174 -1.86294 7.03006 -0.178 -0.047 -0.195
H 5.55636 -0.77265 5.34878 0.190 -0.063 0.022
F 1.31416 -3.43046 5.07441 -1.233 -0.612 -0.238
O -2.61200 -3.03948 4.17454 -0.571 -0.029 -0.429
H -3.25354 -2.36864 4.44320 0.194 -0.062 -0.018
H -2.47822 -3.56828 4.97287 0.416 0.029 -0.161
Cl 1.68006 -0.89828 -4.43710 1.304 -0.128 -1.224
```
Forces are in eV/Å.

=====

no.,LUMO energy (eV),highest occupied orbital energy (Ha),DFT total energy (a.u.)
1,0.79,-0.3436,-1358.92773
2,-4.52,-0.4684,-679.87304
3,0.77,-0.3489,-700.54603
4,-3.82,-0.2510,-3392.91072